Entry 1:
Density functional theory data (ωB97M-V/def2-TZVPD) for the ion C4H11N2O with charge +1.

Geometry (Å):
O  -1.895  -0.258  -0.854
C  -1.336  -0.672  0.154
N  -2.004  -0.808  1.396
C  0.217  -0.833  0.162
N  0.687  0.072  -0.977
C  1.328  1.366  -0.459
C  2.566  1.041  0.452
H  -1.858  -1.662  1.987
H  -3.000  -0.707  1.365
H  0.642  -0.521  1.134
H  0.432  -1.884  0.001
H  -0.308  0.376  -1.325
H  1.154  -0.215  -1.833
H  0.458  1.928  -0.017
H  1.648  1.958  -1.301
H  2.281  0.847  1.494
H  3.488  1.562  0.507
H  2.791  0.127  0.042

Values from the calculation:
- Frontier orbital gap: 11.884 eV
- Charge: +1
- Max |F|: 2.9 eV/A
- Structure (SMILES): CC[NH2+]CC(N)=O
- Total energy: -343.49739 a.u.
- ΔE to the lowest compared entry with this formula, charge and spin: 41.9 kcal per mole
- E_HOMO: -0.552 Eh



Entry 2:
Density functional theory data (ωB97M-V/def2-TZVPD) for the ion C4H11N2O with charge +1.

Geometry (Å):
C  -0.747  0.332  -0.451
C  2.935  -0.423  0.272
C  -2.865  -0.632  0.052
C  0.774  0.106  -0.719
N  -0.302  1.425  0.349
N  1.546  -0.670  -0.086
O  -1.466  -0.534  0.357
H  -1.569  0.555  -1.234
H  3.675  -0.511  -0.508
H  3.029  0.573  0.696
H  3.176  -1.077  1.055
H  -3.283  -1.027  0.945
H  -2.973  -1.243  -0.840
H  -3.327  0.282  -0.103
H  1.080  0.802  -1.403
H  -0.300  2.408  0.102
H  1.185  -1.677  0.244
H  -0.568  1.313  1.273

Values from the calculation:
- Frontier orbital gap: 10.684 eV
- Charge: +1
- Max |F|: 4.7 eV/A
- Structure (SMILES): C/[NH+]=C/[C@H](N)OC
- Total energy: -343.42404 a.u.
- ΔE to the lowest compared entry with this formula, charge and spin: 87.9 kcal per mole
- E_HOMO: -0.529 Eh



Entry 3:
Density functional theory data (ωB97M-V/def2-TZVPD) for a cluster of 2 separate species, C4H11N2O in total.

Geometry (Å):
C  0.378  1.063  -1.885
C  1.367  0.178  -1.884
O  2.241  0.016  -0.854
H  -0.255  1.075  -2.758
H  0.343  1.814  -1.107
H  1.459  -0.524  -2.711
H  3.129  -0.146  -1.176
C  -0.693  1.056  2.097
N  -0.902  -1.876  -0.078
C  -1.183  -0.811  0.625
N  -0.506  -0.343  1.645
H  -0.211  1.135  3.068
H  -1.757  1.236  2.166
H  -0.161  1.720  1.422
H  -0.103  -2.479  0.089
H  -1.434  -2.063  -0.911
H  -2.058  -0.224  0.370
H  0.347  -0.827  1.882

Values from the calculation:
- Frontier orbital gap: 9.428 eV
- Charge: +1
- Max |F|: 1.0 eV/A
- Total energy: -343.49712 a.u.
- ΔE to the lowest compared entry with this formula, charge and spin: 42.1 kcal per mole
- E_HOMO: -0.471 Eh



Entry 4:
Density functional theory data (ωB97M-V/def2-TZVPD) for the ion C4H11N2O with charge +1.

Geometry (Å):
C  -1.169  -0.936  -0.277
C  -1.114  0.680  -0.690
C  -0.098  -1.373  0.574
C  1.721  1.072  -1.151
N  1.064  1.214  0.093
N  -0.137  -0.832  1.943
O  -0.259  1.327  0.169
H  -2.136  -1.037  0.208
H  -1.173  -1.486  -1.213
H  -0.841  0.737  -1.742
H  -2.102  1.109  -0.537
H  0.881  -1.618  0.203
H  2.021  2.081  -1.469
H  2.642  0.520  -0.968
H  1.159  0.601  -1.958
H  0.704  -1.100  2.462
H  -0.966  -1.169  2.453
H  -0.196  0.210  1.899

Values from the calculation:
- Frontier orbital gap (alpha / beta): 8.863 / 8.505 eV
- Charge: +1
- <S²>: 2.007
- Max |F|: 2.8 eV/A
- Total energy: -343.31507 a.u.
- ΔE to the lowest compared entry with this formula, charge and spin: 21.8 kcal per mole
- E_HOMO (alpha / beta): -0.450 / -0.510 Eh
- Spin multiplicity: 3



Entry 5:
Density functional theory data (ωB97M-V/def2-TZVPD) for a cluster of 2 separate species, C4H11N2O in total.

Geometry (Å):
C  -1.244  -1.260  0.480
C  1.438  -1.184  -0.461
C  0.459  1.177  -0.681
C  0.984  0.087  0.155
N  -2.334  -0.536  0.442
N  -0.680  1.834  -0.119
O  1.339  0.320  1.392
H  -1.376  -2.258  0.814
H  1.080  -1.444  -1.443
H  1.200  -1.982  0.219
H  2.542  -1.223  -0.442
H  1.408  1.814  -0.844
H  0.182  0.645  -1.608
H  -3.276  -0.744  0.777
H  -0.402  2.544  0.491
H  -2.081  0.369  0.088
H  -1.082  2.327  -0.926
H  1.841  -0.487  1.665

Values from the calculation:
- Frontier orbital gap (alpha / beta): 5.156 / 8.510 eV
- Charge: +1
- <S²>: 2.005
- Max |F|: 2.5 eV/A
- Total energy: -343.30517 a.u.
- ΔE to the lowest compared entry with this formula, charge and spin: 28.0 kcal per mole
- E_HOMO (alpha / beta): -0.373 / -0.535 Eh
- Spin multiplicity: 3



Entry 6:
Density functional theory data (ωB97M-V/def2-TZVPD) for a cluster of 2 separate species, C4H11N2O in total.

Geometry (Å):
N  0.281  -0.837  1.723
C  1.082  -1.113  0.541
C  0.163  -1.230  -0.777
N  -1.124  -0.489  -0.622
C  -1.183  0.901  -0.866
C  0.103  1.765  -0.722
O  1.098  1.322  -1.275
H  -0.079  1.659  1.741
H  -0.085  0.229  1.682
H  0.636  -1.281  2.536
H  1.838  -0.306  0.301
H  1.565  -2.147  0.769
H  -0.095  -2.287  -1.054
H  0.825  -0.814  -1.565
H  -1.550  -0.637  0.326
H  -1.372  1.171  -2.059
H  -2.075  1.286  -0.249
H  -0.028  2.810  -0.430

Values from the calculation:
- Frontier orbital gap (alpha / beta): 5.748 / 5.462 eV
- Charge: +2
- <S²>: 0.794
- Max |F|: 4.1 eV/A
- Total energy: -342.71595 a.u.
- ΔE to the lowest compared entry with this formula, charge and spin: 211.1 kcal per mole
- E_HOMO (alpha / beta): -0.736 / -0.730 Eh
- Spin multiplicity: 2



Entry 7:
Density functional theory data (ωB97M-V/def2-TZVPD) for a cluster of 2 separate species, C4H11N2O2 in total.

Geometry (Å):
C  2.165  0.058  1.680
C  1.072  -0.553  0.890
C  1.281  -1.346  -0.174
N  0.204  -1.803  -1.112
H  3.136  -0.052  1.117
H  1.928  1.068  2.002
H  2.214  -0.448  2.618
H  0.070  -0.373  1.234
H  2.292  -1.554  -0.570
H  -0.740  -1.482  -0.795
H  0.283  -1.364  -2.062
H  0.265  -2.788  -1.294
N  -2.496  1.921  0.144
C  -1.969  0.951  -0.720
O  -1.223  1.531  -1.729
O  -2.077  -0.287  -0.696
H  -1.808  2.632  0.436
H  -3.018  1.444  0.893
H  -1.577  2.443  -1.862

Values from the calculation:
- Frontier orbital gap: 11.289 eV
- Charge: +1
- Max |F|: 2.6 eV/A
- Total energy: -418.76926 a.u.
- ΔE to the lowest compared entry with this formula, charge and spin: 19.2 kcal per mole
- E_HOMO: -0.525 Eh



Entry 8:
Density functional theory data (ωB97M-V/def2-TZVPD) for the ion C4H11N2O2 with charge +1.

Geometry (Å):
C  0.958  -1.279  -0.220
C  1.653  -0.097  0.380
C  -0.334  1.188  0.283
C  -1.205  0.001  -0.130
N  -0.393  -1.220  0.155
N  1.022  1.096  -0.160
O  -1.605  0.080  -1.469
O  -2.383  -0.095  0.621
H  1.052  -1.490  -1.322
H  1.343  -2.228  0.141
H  1.472  -0.206  1.507
H  2.722  -0.125  0.313
H  -0.794  2.154  -0.196
H  -0.350  1.402  1.327
H  -0.994  -2.072  -0.187
H  1.548  1.774  0.346
H  1.098  1.218  -1.210
H  -2.478  0.007  -1.782
H  -2.335  -0.107  1.603

Values from the calculation:
- Frontier orbital gap: 9.886 eV
- Charge: +1
- Max |F|: 5.0 eV/A
- Structure (SMILES): OC1(O)C[NH2+]CCN1
- Total energy: -418.71693 a.u.
- ΔE to the lowest compared entry with this formula, charge and spin: 52.0 kcal per mole
- E_HOMO: -0.489 Eh



Entry 9:
Density functional theory data (ωB97M-V/def2-TZVPD) for the ion C4H11N2O2S with charge +1.

Geometry (Å):
C  -1.148  -1.045  -0.810
C  0.114  0.887  -1.328
C  -1.192  0.388  -0.999
C  2.526  -0.755  1.468
N  0.557  -1.196  -0.348
N  -1.634  1.038  0.261
O  0.312  0.411  1.656
O  1.080  -0.112  -1.107
S  0.769  -0.935  1.341
H  -1.803  -1.299  -0.007
H  -1.331  -1.567  -1.768
H  0.067  1.175  -2.388
H  0.232  1.790  -0.701
H  -1.901  0.473  -1.838
H  3.034  -0.754  0.460
H  2.635  -1.758  1.890
H  2.903  -0.065  2.146
H  -0.895  0.751  1.153
H  -2.507  0.540  0.559
H  -1.818  2.034  0.362

Values from the calculation:
- Frontier orbital gap: 10.474 eV
- Charge: +1
- Max |F|: 4.2 eV/A
- Total energy: -816.78917 a.u.
- ΔE to the lowest compared entry with this formula, charge and spin: 64.1 kcal per mole
- E_HOMO: -0.500 Eh



Entry 10:
Density functional theory data (ωB97M-V/def2-TZVPD) for a structure of composition C4H11N2OS.

Geometry (Å):
N  0.231  1.130  0.692
C  1.035  0.164  -0.030
C  0.270  -0.477  -1.195
C  -0.733  -1.590  -0.762
S  -1.830  -0.913  0.376
C  2.322  0.978  -0.345
N  2.712  1.646  0.926
O  3.018  0.729  -1.322
H  -0.811  1.020  0.636
H  0.595  1.339  1.628
H  1.985  2.159  0.122
H  1.285  -0.656  0.711
H  0.960  -0.843  -2.035
H  -0.301  0.370  -1.715
H  -1.198  -2.111  -1.612
H  -0.288  -2.452  -0.228
H  -6.259  -0.736  1.752
H  -6.712  -1.560  1.603
H  3.718  1.803  0.798

Values from the calculation:
- Frontier orbital gap (alpha / beta): 9.234 / 6.863 eV
- Charge: 0
- <S²>: 0.753
- Max |F|: 6.4 eV/A
- Total energy: -741.73990 a.u.
- ΔE to the lowest compared entry with this formula, charge and spin: 75.2 kcal per mole
- E_HOMO (alpha / beta): -0.331 / -0.325 Eh
- Spin multiplicity: 2



Entry 11:
Density functional theory data (ωB97M-V/def2-TZVPD) for a structure of composition C4H11N2OS.

Geometry (Å):
N  -0.569  -0.698  0.754
C  -1.165  0.206  -0.210
C  -0.792  -0.259  -1.608
C  0.663  0.195  -1.947
S  1.677  -0.040  -0.527
C  -2.735  0.087  -0.010
N  -2.960  0.333  1.385
O  -3.400  -0.075  -1.009
H  0.474  -0.747  0.696
H  -0.867  -0.489  1.706
H  -2.923  -0.774  0.902
H  -0.823  1.239  -0.028
H  -1.527  0.109  -2.325
H  -0.833  -1.356  -1.554
H  1.079  -0.383  -2.771
H  0.685  1.245  -2.236
H  8.818  0.698  3.676
H  9.112  0.028  3.564
H  -3.914  0.682  1.542

Values from the calculation:
- Frontier orbital gap: 5.546 eV
- Charge: +1
- Max |F|: 5.1 eV/A
- Total energy: -741.42110 a.u.
- ΔE to the lowest compared entry with this formula, charge and spin: 197.8 kcal per mole
- E_HOMO: -0.530 Eh



Entry 12:
Density functional theory data (ωB97M-V/def2-TZVPD) for a cluster of 2 separate species, C4H11N2S in total.

Geometry (Å):
C  0.005  2.592  -0.815
C  -1.001  2.850  0.329
S  -1.275  1.389  1.331
H  -0.199  1.628  -1.312
H  0.991  2.502  -0.310
H  0.023  3.413  -1.571
H  -1.977  3.111  -0.074
H  -0.593  3.674  0.931
C  0.919  -2.354  0.393
C  -0.263  -1.864  -0.031
N  -1.180  -2.513  -0.876
N  1.923  -1.632  1.102
H  1.274  -3.390  0.292
H  -0.523  -0.979  0.532
H  -0.876  -2.556  -1.868
H  -2.049  -1.984  -0.790
H  2.826  -1.924  0.677
H  1.977  -1.962  2.060

Values from the calculation:
- Frontier orbital gap: 5.920 eV
- Charge: -1
- Max |F|: 2.6 eV/A
- Total energy: -666.67468 a.u.
- ΔE to the lowest compared entry with this formula, charge and spin: 45.1 kcal per mole
- E_HOMO: -0.081 Eh